No. 1
Here is C24H41CrF3P2 as an isolated structure in a non-equilibrium geometry from the OMol25 dataset. Energies are from ωB97M-V/def2-TZVPD.

Each line ends with the Löwdin charge.
CARTESIAN COORDINATES (ANGSTROEM)
Cr: -0.979 0.089 1.338  0.4099
C: -1.649 1.884 2.506  -0.2866
C: -2.483 1.613 1.344  -0.3355
C: -2.977 0.039 2.999  -0.2210
C: -1.972 0.913 3.516  -0.2252
C: -3.270 0.433 1.655  -0.2623
C: -0.855 3.120 2.733  -0.0287
H: -0.498 3.557 1.794  0.0728
H: 0.010 2.932 3.381  0.0842
H: -1.487 3.863 3.240  0.1053
C: -1.561 0.962 4.935  -0.0167
H: -0.665 1.577 5.080  0.0876
H: -1.349 -0.041 5.328  0.0856
H: -2.378 1.373 5.547  0.1093
C: -3.739 -0.938 3.804  -0.0190
H: -4.554 -0.431 4.341  0.1090
H: -3.106 -1.411 4.566  0.0871
H: -4.178 -1.730 3.184  0.0888
C: -4.413 -0.078 0.855  -0.0243
H: -5.339 0.394 1.216  0.1069
H: -4.534 -1.163 0.973  0.0845
H: -4.302 0.148 -0.211  0.0738
C: -2.732 2.552 0.216  -0.0354
H: -3.567 3.220 0.479  0.1037
H: -3.011 2.024 -0.705  0.0715
H: -1.854 3.175 0.008  0.0750
C: 4.007 -0.283 -2.160  -0.1045
C: 3.559 0.933 -2.497  -0.1413
C: 3.263 1.406 -3.891  -0.1716
C: 2.618 0.375 -4.849  -0.1853
C: 1.519 -0.429 -4.203  -0.0952
C: 1.685 -1.574 -3.521  -0.1592
C: 2.993 -2.296 -3.325  -0.1753
C: 4.246 -1.413 -3.129  -0.1822
H: 4.171 1.820 -4.363  0.1272
H: 3.403 -0.243 -5.306  0.1047
H: 2.573 2.261 -3.829  0.1100
H: 4.633 -1.085 -4.104  0.1059
H: 4.328 -0.473 -1.125  0.1036
H: 3.560 1.723 -1.735  0.0948
H: 5.040 -2.051 -2.709  0.1174
H: 2.903 -2.925 -2.429  0.1053
H: 0.794 -2.104 -3.150  0.0891
H: 3.176 -3.005 -4.149  0.1261
H: 2.176 0.939 -5.686  0.1159
H: 0.504 -0.053 -4.391  0.1065
P: 1.140 0.290 0.623  0.8014
C: 2.526 0.241 1.745  -0.2005
C: 1.201 1.798 -0.363  -0.2087
P: -0.864 -1.436 -0.357  0.8110
C: 0.982 -1.190 -0.490  -0.3979
C: -1.650 -0.732 -1.827  -0.2103
C: -1.358 -3.149 -0.209  -0.2060
H: 2.283 -0.423 2.586  0.0465
H: 2.677 1.253 2.146  0.0693
H: 3.424 -0.108 1.220  0.0552
H: 1.949 1.686 -1.144  -0.0047
H: 1.477 2.636 0.290  0.0679
H: 0.242 2.014 -0.844  0.0495
H: -0.812 -3.746 -0.949  0.0652
H: -2.441 -3.211 -0.388  0.0662
H: -1.152 -3.513 0.805  0.0477
H: 1.525 -2.054 -0.074  0.0804
H: 1.306 -0.965 -1.515  0.0118
H: -2.692 -1.079 -1.850  0.0605
H: -1.113 -1.071 -2.719  0.0339
H: -1.654 0.365 -1.789  0.0442
F: -1.355 -2.296 3.002  0.0165
C: -0.284 -1.488 2.603  -0.5013
F: 0.657 -2.408 2.137  -0.0078
F: 0.276 -1.014 3.793  0.0178

The charge is +1. The expectation value of S² is 3.85. The multiplicity is 4. As for the calculated total energy: -80698.3482 eV.



No. 2
Here is a 6-piece molecular cluster, CH13NO4 overall in a non-equilibrium geometry from the OMol25 dataset. Energies are from ωB97M-V/def2-TZVPD.

Each line ends with the Löwdin charge.
CARTESIAN COORDINATES (ANGSTROEM)
C: 0.178 1.444 -0.155  -0.1594
N: 0.001 0.771 1.074  0.0548
H: 0.097 0.764 -1.096  0.1317
H: -0.498 2.263 -0.340  0.0879
H: 1.190 1.855 -0.132  0.0875
H: 0.587 -0.048 1.168  0.0555
H: -0.932 0.334 1.134  0.0653
H: 4.305 -0.792 0.417  0.0469
H: 3.063 -0.460 -0.386  -0.1028
O: 4.000 -0.382 -0.399  -0.0521
H: 1.606 -0.784 -0.593  0.2572
H: 0.062 -1.715 -0.004  -0.0345
O: -0.406 -1.957 0.815  -0.0804
H: -2.201 0.235 -0.476  -0.0601
H: -3.108 -0.499 1.152  0.0398
O: -2.467 -0.708 0.466  -0.2375
H: -1.287 -1.348 0.737  -0.0326
H: -2.140 0.200 -2.055  0.0452
O: -2.051 0.826 -1.327  -0.1123

The multiplicity is 1. As for the calculated total energy: -10919.4273 eV.



No. 3
Here is C4H6N2O2 in the gas phase in a non-equilibrium geometry from the OMol25 dataset. Energies are from ωB97M-V/def2-TZVPD.

Each line ends with the Löwdin charge.
CARTESIAN COORDINATES (ANGSTROEM)
H: 0.374 -1.894 -1.133  0.0666
N: 0.912 -1.029 -1.389  0.1524
C: 0.759 -0.090 -0.540  -0.3836
N: 1.256 1.204 -0.744  0.0975
O: 0.769 1.848 0.473  -0.1309
C: -0.367 1.153 0.817  -0.3089
C: -0.185 -0.246 0.721  -0.1841
C: -1.479 -0.967 0.397  -0.2010
O: -1.607 -2.117 0.062  0.0810
H: 2.288 1.291 -0.524  0.1701
H: -0.581 1.685 1.754  0.1482
H: -1.136 1.598 0.087  0.1629
H: 0.508 -0.624 1.555  0.1959
H: -2.293 -0.223 0.547  0.1338

The multiplicity is 1. As for the calculated total energy: -11316.7702 eV. As for the SMILES: [H]/N=C1/NOC[C@H]1C=O.



No. 4
Here is C14H21AlNO3 as an isolated structure in a non-equilibrium geometry from the OMol25 dataset. Energies are from ωB97M-V/def2-TZVPD.

Each line ends with the Löwdin charge.
CARTESIAN COORDINATES (ANGSTROEM)
C: -3.243 -0.692 -3.655  -0.1263
C: -1.766 -1.030 -2.946  -0.3265
O: -0.812 -0.086 -3.545  -0.2658
Al: 0.202 0.842 -2.266  0.1315
N: 0.062 2.755 -2.104  0.0151
C: -0.909 3.066 -1.147  -0.3769
C: -2.509 3.216 -1.587  -0.1029
C: -0.579 3.354 0.446  -0.1021
O: 1.943 0.069 -2.519  -0.2722
C: 2.253 -0.605 -1.214  -0.2062
C: 1.507 0.351 -0.087  -0.3821
C: 2.015 0.332 1.465  -0.1404
C: 1.605 -0.998 2.330  -0.1170
C: 2.498 -1.261 3.719  -0.0449
C: 2.221 -2.586 4.680  -0.1047
C: 1.055 -3.673 4.279  -0.1103
C: 0.149 -3.374 2.924  -0.0762
C: 0.401 -2.053 1.931  0.0060
O: 0.077 0.314 -0.423  -0.2499
H: -3.985 -1.595 -3.589  0.0602
H: -3.648 0.293 -3.152  0.0584
H: -2.973 -0.408 -4.782  0.0845
H: -1.804 -0.983 -1.777  0.1019
H: -1.457 -2.118 -3.328  0.1151
H: -2.754 4.352 -1.792  0.0722
H: -2.741 2.584 -2.551  0.0675
H: -3.228 2.874 -0.704  0.0766
H: -1.348 4.150 0.847  0.0635
H: 0.551 3.699 0.549  0.0860
H: -0.736 2.363 1.082  0.0859
H: 3.380 -0.871 -0.993  0.1166
H: 1.592 -1.590 -1.326  0.1212
H: 1.837 1.436 -0.458  0.1257
H: 3.207 0.355 1.438  0.1230
H: 1.710 1.323 2.055  0.1213
H: 3.348 -0.484 3.990  0.0805
H: 2.921 -2.688 5.622  0.0656
H: 0.910 -4.621 4.975  0.0698
H: -0.711 -4.130 2.647  0.0679
H: -0.240 -1.881 0.963  0.0885

The charge is -1. The multiplicity is 1. As for the calculated total energy: -29080.4273 eV.



No. 5
Here is C35H38BrN7Si2V as an isolated structure in a non-equilibrium geometry from the OMol25 dataset. Energies are from ωB97M-V/def2-TZVPD.

Each line ends with the Löwdin charge.
CARTESIAN COORDINATES (ANGSTROEM)
V: -0.435 -0.264 -0.428  1.0223
C: -1.944 1.755 -4.792  -0.0290
C: -1.997 3.122 -4.552  -0.0189
C: -1.824 3.557 -3.258  0.0259
C: -1.599 2.622 -2.245  -0.2994
N: -1.490 1.310 -2.465  0.1107
C: -1.685 0.910 -3.733  -0.1505
N: -1.555 3.152 -0.964  0.2013
C: -1.499 2.523 0.120  -0.2484
N: -1.362 1.098 0.393  0.0228
C: -1.728 0.934 1.760  -0.2646
N: -2.014 -0.137 2.386  0.1982
C: -1.972 -1.401 1.880  -0.3172
C: -2.675 -2.364 2.619  0.0258
C: -2.647 -3.680 2.247  -0.0005
C: -1.891 -4.033 1.125  -0.0122
C: -1.241 -3.053 0.433  -0.1285
N: -1.266 -1.732 0.771  0.0257
C: -1.847 2.245 2.389  -0.1391
C: -2.121 2.580 3.705  0.0127
C: -2.178 3.931 4.007  -0.0292
C: -1.984 4.903 3.018  -0.0260
C: -1.740 4.552 1.698  0.0197
C: -1.668 3.200 1.413  -0.1182
H: -2.091 1.347 -5.781  0.1199
H: -2.182 3.824 -5.354  0.1261
H: -1.880 4.600 -2.984  0.1269
H: -1.612 -0.151 -3.932  0.0960
H: -3.209 -2.017 3.491  0.1336
H: -3.183 -4.428 2.814  0.1307
H: -1.811 -5.058 0.792  0.1269
H: -0.662 -3.321 -0.433  0.0878
H: -2.278 1.820 4.458  0.1281
H: -2.381 4.244 5.022  0.1193
H: -2.039 5.948 3.290  0.1194
H: -1.614 5.295 0.922  0.1264
C: 1.211 1.418 3.138  -0.1390
Si: 2.038 1.302 1.467  0.5147
C: 3.887 1.302 1.715  -0.1548
C: 1.743 2.751 0.311  -0.1387
C: 1.506 -0.344 0.571  -0.3139
C: 2.110 -0.262 -0.774  -0.4029
C: 3.425 -0.486 -1.188  0.0015
C: 3.745 -0.251 -2.506  0.0076
C: 2.753 0.170 -3.399  -0.0144
C: 1.470 0.316 -2.944  -0.0870
N: 1.158 0.098 -1.649  -0.0231
Si: 2.022 -1.953 1.513  0.5037
C: 3.787 -1.974 2.121  -0.1661
C: 0.998 -2.237 3.050  -0.1459
C: 1.955 -3.335 0.230  -0.1527
H: 0.800 2.415 3.302  0.0407
H: 1.956 1.243 3.917  0.0524
H: 0.410 0.693 3.285  0.0171
H: 4.132 2.282 2.136  0.0592
H: 4.443 1.216 0.780  0.0392
H: 4.254 0.553 2.412  0.0164
H: 1.278 3.591 0.829  0.0438
H: 1.139 2.525 -0.564  0.0091
H: 2.711 3.098 -0.058  0.0498
H: 4.168 -0.810 -0.475  0.1066
H: 4.762 -0.385 -2.851  0.1310
H: 2.983 0.376 -4.434  0.1233
H: 0.674 0.617 -3.601  0.1006
H: 3.955 -1.325 2.978  0.0323
H: 4.543 -1.760 1.366  0.0343
H: 3.959 -3.000 2.462  0.0587
H: 1.543 -1.842 3.910  0.0495
H: 0.863 -3.307 3.224  0.0527
H: 0.021 -1.767 3.055  0.0020
H: 2.955 -3.487 -0.180  0.0481
H: 1.300 -3.131 -0.617  -0.0070
H: 1.645 -4.283 0.675  0.0509
Br: -3.239 -4.389 -4.899  0.8938
C: -2.406 -3.228 -3.708  -0.6720
C: -1.019 -3.182 -3.622  -0.0583
C: -0.442 -2.308 -2.724  -0.1162
N: -1.161 -1.500 -1.931  -0.0846
C: -2.503 -1.545 -2.033  -0.1271
C: -3.162 -2.387 -2.898  -0.0601
H: -0.397 -3.815 -4.238  0.1241
H: 0.635 -2.254 -2.634  0.1188
H: -3.062 -0.865 -1.401  0.1319
H: -4.241 -2.382 -2.947  0.1254

The charge is +2. The expectation value of S² is 0.84. The multiplicity is 2. As for the calculated total energy: -158818.1273 eV.



No. 6
Here is a 16-piece molecular cluster, C45H69BrCl30FO4P overall in a non-equilibrium geometry from the OMol25 dataset. Energies are from ωB97M-V/def2-TZVPD.

Each line ends with the Löwdin charge.
CARTESIAN COORDINATES (ANGSTROEM)
C: 2.319 0.959 -1.862  -0.0297
C: 1.093 0.276 -1.332  -0.1373
C: 0.287 -0.457 -2.210  -0.2615
F: 0.672 -0.541 -3.493  0.0673
C: -0.870 -1.124 -1.845  -0.0248
C: -1.279 -1.066 -0.521  -0.1404
C: -0.505 -0.365 0.400  -0.1125
C: 0.658 0.313 -0.003  -0.0198
C: 1.399 1.056 1.057  -0.2903
O: 1.946 2.111 0.861  0.0983
C: 1.371 0.434 2.420  -0.0893
C: 2.438 0.492 3.317  -0.3595
P: 3.988 1.345 2.849  0.5411
O: 4.783 1.470 4.263  -0.3758
Br: 5.045 -0.380 1.870  0.2700
C: 2.304 -0.111 4.577  -0.0482
C: 1.135 -0.759 4.953  0.0271
C: 0.073 -0.832 4.054  -0.2282
O: -1.060 -1.464 4.413  0.0621
C: 0.196 -0.239 2.786  -0.0058
C: -0.904 -0.336 1.814  -0.2898
O: -2.076 -0.409 2.165  -0.1384
H: 2.538 1.867 -1.319  0.0783
H: 2.109 1.233 -2.889  -0.0007
H: 3.176 0.288 -1.858  0.0958
H: -1.450 -1.675 -2.569  0.0543
H: -2.179 -1.567 -0.196  -0.0198
H: 5.139 2.365 4.326  0.0151
H: 3.121 -0.056 5.281  0.1062
H: 1.039 -1.219 5.925  0.1240
H: -1.695 -1.396 3.681  0.0850
Cl: 2.221 3.242 -4.478  0.5870
C: 0.659 3.374 -5.324  -0.6413
C: -0.424 3.749 -4.343  -0.6134
Cl: -0.642 2.400 -3.192  0.6440
H: 0.444 2.410 -5.778  0.0682
H: 0.758 4.118 -6.113  0.0733
H: -1.370 3.916 -4.856  0.0704
H: -0.167 4.639 -3.776  0.0718
Cl: -5.089 -0.393 -3.835  0.5536
C: -4.399 1.104 -3.130  -0.6824
C: -5.112 2.323 -3.649  -0.6678
Cl: -4.786 2.602 -5.387  0.5265
H: -3.338 1.131 -3.366  0.0334
H: -4.508 1.022 -2.053  0.0056
H: -4.769 3.206 -3.121  0.0233
H: -6.188 2.237 -3.523  0.0704
Cl: 7.985 -2.540 0.592  0.5268
C: 8.606 -2.062 -1.017  -0.6733
C: 8.462 -0.585 -1.271  -0.6578
Cl: 6.760 -0.088 -1.459  0.5083
H: 8.067 -2.636 -1.770  -0.0157
H: 9.661 -2.331 -1.046  0.0749
H: 8.967 -0.331 -2.202  0.0690
H: 8.893 0.004 -0.465  0.0697
Cl: 6.949 -5.833 -4.513  0.5427
C: 7.062 -4.567 -5.763  -0.6643
C: 7.914 -3.405 -5.326  -0.6494
Cl: 7.149 -2.466 -4.015  0.6034
H: 6.051 -4.248 -6.003  0.0631
H: 7.503 -5.028 -6.645  0.0738
H: 8.054 -2.713 -6.155  -0.0067
H: 8.887 -3.740 -4.976  0.0736
Cl: -3.102 -2.977 -1.632  0.7098
C: -4.776 -3.609 -1.680  -0.6285
C: -5.748 -2.717 -0.961  -0.6540
Cl: -5.471 -2.693 0.804  0.5625
H: -4.764 -4.608 -1.251  0.0712
H: -5.082 -3.664 -2.723  -0.0153
H: -6.761 -3.081 -1.125  0.0214
H: -5.681 -1.691 -1.316  0.0355
Cl: -6.813 -3.601 -4.386  0.5980
C: -7.245 -5.300 -4.711  -0.6302
C: -8.490 -5.691 -3.960  -0.6436
Cl: -8.201 -5.732 -2.201  0.5323
H: -6.401 -5.923 -4.425  0.0713
H: -7.403 -5.394 -5.783  0.0748
H: -8.808 -6.688 -4.260  0.0748
H: -9.304 -4.994 -4.147  0.0633
Cl: -3.757 1.246 6.706  0.5625
C: -3.727 0.069 5.365  -0.6548
C: -5.061 -0.039 4.675  -0.6579
Cl: -6.306 -0.795 5.709  0.6160
H: -3.410 -0.890 5.769  0.0428
H: -2.979 0.414 4.654  0.0528
H: -4.959 -0.667 3.790  0.0740
H: -5.431 0.937 4.371  0.0687
Cl: 7.611 -0.496 -7.178  0.5745
C: 5.831 -0.598 -7.247  -0.6429
C: 5.165 0.708 -6.900  -0.6607
Cl: 5.400 1.153 -5.195  0.5417
H: 5.526 -1.386 -6.561  0.0540
H: 5.564 -0.890 -8.261  0.0742
H: 4.093 0.616 -7.066  0.0739
H: 5.545 1.524 -7.509  0.0684
Cl: -9.695 -3.040 -0.819  0.5370
C: -11.398 -2.828 -0.344  -0.6567
C: -12.272 -3.904 -0.935  -0.6601
Cl: -12.406 -3.762 -2.708  0.5341
H: -11.715 -1.837 -0.660  0.0695
H: -11.441 -2.880 0.742  0.0724
H: -13.279 -3.821 -0.531  0.0728
H: -11.883 -4.893 -0.711  0.0673
Cl: -3.484 0.170 0.444  0.7498
C: -2.842 1.615 1.260  -0.5483
C: -3.577 2.869 0.861  -0.5949
Cl: -3.289 3.230 -0.865  0.6112
H: -1.787 1.683 1.004  0.0777
H: -2.928 1.456 2.334  0.0836
H: -3.215 3.713 1.446  0.0801
H: -4.649 2.781 1.007  0.0302
Cl: 4.759 5.893 -0.231  0.5413
C: 5.371 6.258 1.405  -0.6968
C: 6.518 5.365 1.793  -0.6416
Cl: 5.996 3.670 2.022  0.5576
H: 4.540 6.163 2.099  0.0616
H: 5.709 7.292 1.401  -0.0116
H: 6.940 5.703 2.739  0.0699
H: 7.301 5.372 1.039  0.0704
Cl: 9.358 0.943 4.198  0.5285
C: 9.350 -0.840 4.151  -0.6646
C: 10.700 -1.422 4.478  -0.6637
Cl: 11.906 -1.087 3.207  0.5262
H: 9.018 -1.148 3.164  0.0349
H: 8.620 -1.173 4.885  0.0747
H: 10.617 -2.504 4.560  0.0719
H: 11.087 -1.026 5.413  0.0650
Cl: -9.513 1.364 3.533  0.5433
C: -8.787 -0.179 3.009  -0.6500
C: -7.290 -0.092 2.877  -0.7219
Cl: -6.791 0.951 1.520  0.5772
H: -9.248 -0.460 2.065  0.0602
H: -9.041 -0.923 3.762  0.0698
H: -6.885 -1.083 2.675  0.0347
H: -6.833 0.298 3.783  -0.0478
Cl: 3.644 9.312 2.627  0.5620
C: 4.755 10.657 2.993  -0.6570
C: 5.997 10.612 2.143  -0.6440
Cl: 7.042 9.224 2.555  0.5717
H: 4.997 10.612 4.051  0.0682
H: 4.214 11.581 2.795  0.0734
H: 6.587 11.511 2.306  0.0729
H: 5.753 10.540 1.086  0.0719
Cl: -3.459 -4.018 6.062  0.5520
C: -2.096 -4.681 5.121  -0.6659
C: -1.675 -6.042 5.609  -0.6635
Cl: -0.927 -5.974 7.226  0.5370
H: -1.280 -3.966 5.175  0.0498
H: -2.429 -4.752 4.087  0.0743
H: -0.931 -6.457 4.931  0.0726
H: -2.520 -6.724 5.663  0.0662

The multiplicity is 1. As for the calculated total energy: -513699.8526 eV.



Question: Look up the multiplicity of the sixth one.
Answer: 1